1.
C24H51ClInO10S5 | wB97M-V/def2-TZVPD

```
92
Properties=species:S:1:pos:R:3:lowdin_charge:R:1
C 2.318 -1.695 3.265 -0.1507
C 3.002 -3.018 2.914 -0.3961
C 2.642 -4.181 3.834 -0.7808
Cl 1.004 -4.860 3.288 0.3619
In 4.268 -5.700 4.084 0.3704
C 5.631 -4.658 5.470 -0.3178
H 2.747 -0.838 2.736 0.0639
H 1.255 -1.734 3.014 0.0524
H 2.392 -1.511 4.344 0.0682
H 4.090 -2.886 2.903 0.0834
H 2.734 -3.284 1.889 0.0882
H 2.357 -3.773 4.808 0.0127
H 3.653 -7.215 4.736 -0.1384
H 5.025 -5.877 2.489 -0.1291
H 5.167 -4.470 6.444 -0.0469
H 6.544 -5.233 5.657 -0.0527
H 5.942 -3.693 5.057 -0.0489
C -2.373 -1.905 0.065 -0.2197
C -2.945 -0.885 1.060 -0.2014
C -1.780 -0.002 1.508 -0.2215
S -0.604 0.000 0.152 0.6596
O 0.601 -0.677 0.565 -0.3150
O -0.492 1.321 -0.432 -0.3430
C -1.525 -1.106 -0.916 -0.2252
H -3.165 -2.459 -0.435 0.1097
H -1.741 -2.626 0.590 0.1262
H -3.725 -0.297 0.573 0.1213
H -3.369 -1.387 1.924 0.0814
H -2.030 1.031 1.740 0.0936
H -1.261 -0.446 2.357 0.0990
H -0.795 -1.684 -1.479 0.1079
H -2.129 -0.494 -1.587 0.1039
C -6.041 -5.946 3.498 -0.2253
C -4.654 -6.591 3.637 -0.2117
C -3.660 -5.707 2.883 -0.2065
S -4.337 -4.038 2.953 0.6627
O -4.692 -3.622 1.614 -0.3282
O -3.514 -3.174 3.756 -0.3105
C -5.847 -4.471 3.821 -0.2311
H -6.768 -6.406 4.166 0.1121
H -6.409 -6.055 2.475 0.1173
H -4.378 -6.636 4.692 0.1189
H -4.638 -7.608 3.248 0.1138
H -2.664 -5.669 3.320 0.1053
H -3.590 -5.954 1.825 0.1065
H -6.627 -3.804 3.461 0.1050
H -5.662 -4.303 4.882 0.1083
C 1.317 1.594 -3.014 -0.2250
C 2.401 2.229 -3.893 -0.2040
C 1.947 2.092 -5.348 -0.2103
S 0.144 2.101 -5.292 0.6796
O -0.365 0.843 -5.785 -0.3243
O -0.359 3.323 -5.885 -0.3413
C -0.008 2.151 -3.511 -0.2334
H 1.442 1.812 -1.956 0.1021
H 1.330 0.507 -3.126 0.1253
H 2.506 3.286 -3.642 0.1184
H 3.371 1.756 -3.742 0.1158
H 2.255 2.906 -6.002 0.0674
H 2.224 1.133 -5.785 0.1076
H -0.887 1.577 -3.229 0.0959
H -0.141 3.196 -3.228 0.1117
C -0.393 5.693 -7.947 -0.2265
C 0.180 7.007 -8.490 -0.2143
C 1.704 6.879 -8.443 -0.2182
S 2.061 5.115 -8.621 0.6741
O 2.688 4.648 -7.405 -0.3298
O 2.709 4.857 -9.883 -0.3278
C 0.358 4.573 -8.646 -0.2303
H -1.466 5.606 -8.113 0.1206
H -0.222 5.611 -6.872 0.1052
H -0.150 7.160 -9.520 0.1143
H -0.152 7.865 -7.906 0.1115
H 2.231 7.397 -9.241 0.0985
H 2.117 7.165 -7.477 0.1018
H 0.302 3.623 -8.120 0.0845
H 0.074 4.459 -9.692 0.1100
C 1.513 3.505 4.839 -0.2232
C 1.695 2.634 3.589 -0.2015
C 0.908 1.344 3.814 -0.2130
S -0.456 1.779 4.908 0.6681
O -0.295 1.092 6.164 -0.3134
O -1.719 1.699 4.218 -0.3304
C 0.019 3.497 5.137 -0.2335
H 1.882 4.518 4.685 0.1113
H 2.057 3.073 5.682 0.1196
H 1.305 3.159 2.715 0.1184
H 2.744 2.410 3.400 0.1173
H 0.496 0.910 2.906 0.0751
H 1.482 0.582 4.339 0.0860
H -0.257 3.774 6.153 0.1030
H -0.547 4.085 4.415 0.1044
```

LUMO level: 1.8 eV
Molecular weight: 810.3 g mol⁻¹
Energy: -4338.663497 Eh
Total charge: -1
Orbital gap: 6.316 eV
E_HOMO: -4.527 eV



2.
C20H26Cl8N2O4 | wB97M-V/def2-TZVPD

```
60
Properties=species:S:1:pos:R:3:lowdin_spin:R:1
Cl -1.741 -3.669 0.424 0.0000
C -0.903 -2.146 0.014 0.0001
C -1.726 -1.035 -0.572 0.0001
Cl -0.966 0.530 -0.775 0.0008
H -0.079 -2.421 -0.645 0.0000
H -0.494 -1.807 0.965 0.0000
H -2.617 -0.940 0.049 0.0000
H -2.046 -1.355 -1.563 0.0000
Cl 4.078 -4.803 -0.423 0.0000
C 2.367 -5.242 -0.782 0.0000
C 1.619 -5.647 0.488 0.0000
Cl 2.327 -7.109 1.130 0.0000
H 2.378 -5.942 -1.617 0.0000
H 1.813 -4.371 -1.133 0.0000
H 0.604 -5.919 0.197 0.0000
H 1.389 -5.022 1.350 0.0000
Cl -3.817 -2.399 -6.075 0.0000
C -2.015 -2.689 -5.843 0.0000
C -1.583 -2.326 -4.413 0.0000
Cl -2.531 -3.313 -3.220 0.0000
H -1.484 -2.186 -6.651 0.0000
H -1.898 -3.763 -5.982 0.0000
H -1.797 -1.302 -4.107 0.0000
H -0.517 -2.554 -4.433 0.0000
Cl -4.497 1.577 1.469 0.0018
C -3.657 2.726 2.453 0.0000
C -2.190 2.160 2.532 0.0007
Cl -1.047 3.403 3.026 0.0092
H -4.303 2.651 3.328 0.0000
H -3.650 3.658 1.888 -0.0001
H -1.834 1.916 1.532 0.0001
H -2.021 1.327 3.214 0.0005
C 6.742 -1.485 2.895 0.0000
C 5.720 -1.260 3.797 0.0000
C 4.358 -1.274 3.465 0.0000
C 4.082 -1.620 2.130 0.0000
C 5.131 -2.049 1.297 0.0000
C 6.500 -1.955 1.636 0.0000
N 2.737 -1.644 1.589 0.0000
O 2.604 -1.859 0.424 0.0001
O 1.771 -1.525 2.353 -0.0001
H 7.733 -1.492 3.325 0.0000
H 5.878 -1.035 4.841 0.0000
H 3.522 -0.994 4.089 0.0000
H 4.865 -2.271 0.274 0.0000
H 7.287 -2.387 1.036 0.0000
C -1.800 4.162 -1.365 0.1001
C -1.117 4.874 -0.429 0.0518
C -1.562 6.102 0.057 0.3166
C -2.902 6.553 -0.394 0.1251
C -3.612 5.816 -1.323 0.0475
C -3.075 4.607 -1.767 0.3005
N -3.541 7.767 0.192 0.0053
O -2.930 8.445 1.007 0.0511
O -4.754 7.943 0.067 -0.0326
H -1.380 3.265 -1.797 0.0015
H -0.211 4.473 0.001 -0.0014
H -0.984 6.692 0.752 0.0110
H -4.604 6.193 -1.525 -0.0013
H -3.617 3.971 -2.452 0.0117
```

LUMO level (spin up / spin down): -5.7 / -9.3 eV
Molecular weight: 642.1 g mol⁻¹
Energy: -4869.115934 Eh
Total charge: +1
Energy relative to the best compared isomer or geometry (same formula, charge and spin): 0.00 kcal per mole
Orbital gap (spin up / spin down): 5.719 / 2.198 eV
Spin multiplicity: 2
⟨S²⟩: 0.772
E_HOMO (spin up / spin down): -11.465 / -11.465 eV



3.
C5H6S | wB97M-V/def2-TZVPD

```
12
Properties=species:S:1:pos:R:3:nbo_charge:R:1
C -2.543 -0.490 0.171 -0.6744
C -1.090 -0.159 -0.196 0.0501
C 0.069 -0.032 -0.575 -0.0745
C 1.411 0.263 -0.715 -0.3665
C 2.171 0.688 0.493 -0.4674
H -3.218 -0.096 -0.555 0.2339
H -2.698 -1.546 0.091 0.2334
H -2.888 -0.317 1.198 0.2375
H 1.657 0.534 -1.736 0.2550
H 1.596 0.710 1.444 0.2390
H 3.001 1.480 0.396 0.2374
S 2.532 -1.035 -0.017 0.0965
```

LUMO level: 1.0 eV
Molecular weight: 98.2 g mol⁻¹
Energy: -592.201948 Eh
Total charge: 0
Energy relative to the best compared isomer or geometry (same formula, charge and spin): 43.88 kcal per mole
Orbital gap: 9.682 eV
E_HOMO: -8.719 eV